Here is a cluster of 2 separate species, C5H8INS in total in a non-equilibrium geometry from the Open Molecules 2025 dataset. Energies are from wB97M-V/def2-TZVPD.

Last column: Mulliken charge in e.
Geometry (Å):
1 C 0.4781 3.2503 0.1784  -0.389
2 C -0.4652 -0.5738 -1.0453  -0.641
3 C 0.6739 0.8142 0.7200  -0.296
4 C -1.2137 -2.1124 0.8195  -1.064
5 C -0.4129 -1.7000 -0.3147  0.163
6 N 0.8210 2.0101 0.4755  0.062
7 S 0.4729 -0.0028 -2.3868  -0.180
8 I 2.5924 -0.1769 0.9421  0.029
9 H 0.2563 3.9235 0.9670  0.275
10 H 0.0663 3.5698 -0.7489  0.270
11 H -1.2040 0.1718 -0.6719  0.311
12 H -2.2574 -1.7050 0.9889  0.310
13 H -0.6984 -1.7784 1.7261  0.253
14 H -1.1226 -3.1986 0.8525  0.344
15 H 0.2936 -2.3945 -0.5503  0.459
16 H 1.7194 -0.0973 -1.9521  0.094

The maximum force comes out at 3.84 eV/A. For the molar mass, the calculation gives 241.10 g mol⁻¹. The total energy is -945.79025 Eh. As for the spin multiplicity: 1. The value obtained for the energy above the lowest of the compared OMol25 structures with the same formula, charge and spin is 291.06 kJ/mol. The LUMO energy (alpha / beta) is -0.8 / -0.8 eV. The calculation puts the frontier orbital gap (alpha / beta) at 7.347 / 7.348 eV.